Entry 1:
Computed, not measured: a structure of composition C20H34AlBFN8O7 at a distorted geometry, with ωB97M-V/def2-TZVPD.

Results
- LUMO energy: 1.74 eV
- HOMO: -4.833 eV

Structure (ORCA input):
```
! wB97M-V def2-TZVPD RIJCOSX def2/J DEFGRID3
* xyz -1 1
N -1.1659 1.6059 -4.2158
C -0.0850 2.6086 -3.9425
Al 1.4769 1.9128 -2.9095
C 1.8677 -0.0507 -3.0698
C 0.9040 -0.8274 -4.0261
C -0.0512 -1.6225 -3.2109
O -0.9043 -1.1786 -2.4837
O 0.1407 -2.9763 -3.2920
O 1.3159 2.5114 -1.1554
C 2.3262 3.3922 -1.0510
F 1.9489 4.6019 -1.7805
C 3.4979 2.7875 -1.8498
O 4.7802 3.3914 -1.6589
B 5.3729 3.3442 -0.4466
O 4.8316 2.6308 0.6061
O 6.5507 4.0720 -0.2281
O 3.0958 2.7441 -3.1602
H -1.9879 2.0862 -4.5643
H -1.4156 1.1782 -3.3299
H -0.4703 3.4214 -3.3073
H 0.2009 3.0818 -4.8870
H 1.8979 -0.5601 -2.0998
H 2.8831 -0.1334 -3.4730
H 0.3423 -0.1507 -4.6734
H 1.4673 -1.5173 -4.6589
H -0.7110 -3.3791 -3.0697
H 2.5387 3.8227 -0.0670
H 3.5496 1.7377 -1.4935
H 5.5135 2.2876 1.1906
H 7.2845 3.7803 -0.7833
C 10.0200 1.5404 -0.7668
C 9.1667 2.2909 -1.6770
N 8.4890 2.8738 -2.3999
H 10.9793 2.0430 -0.6602
H 9.5430 1.4712 0.2092
H 10.1813 0.5374 -1.1569
C -3.1506 -1.2010 -0.1053
C -4.1757 -1.6121 0.8443
N -5.0019 -1.9294 1.5790
H -2.3685 -0.6409 0.4037
H -2.6998 -2.0682 -0.5816
H -3.5887 -0.5696 -0.8750
C -5.3479 2.6815 -4.1050
C -4.4851 2.5628 -5.2716
N -3.7733 2.4860 -6.1697
H -4.7874 3.1214 -3.2818
H -6.2016 3.3155 -4.3370
H -5.7035 1.6973 -3.8061
C 2.8906 6.9716 1.7565
C 2.2818 5.7325 2.2174
N 1.8074 4.7372 2.5391
H 3.2208 6.8491 0.7257
H 2.1647 7.7811 1.8043
H 3.7476 7.2187 2.3804
C -2.6608 -2.6348 4.5152
C -1.6541 -3.6659 4.3107
N -0.8719 -4.4979 4.1762
H -2.1790 -1.6894 4.7611
H -3.2532 -2.5026 3.6113
H -3.3146 -2.9315 5.3318
C -4.2007 -6.2682 7.2262
C -4.6896 -5.0096 6.6839
N -5.1090 -4.0391 6.2316
H -3.1164 -6.2397 7.3196
H -4.6441 -6.4470 8.2039
H -4.4884 -7.0749 6.5525
C -6.9171 -8.2627 3.9595
C -6.0951 -8.6620 5.0925
N -5.4374 -8.9494 5.9901
H -6.9672 -9.0739 3.2359
H -7.9220 -8.0225 4.3007
H -6.4831 -7.3846 3.4843
*
```

Results of the Löwdin charge analysis, in e, for atoms 1 through 4: atom 1 (N): -0.07, atom 2 (C): -0.26, atom 3 (Al): 0.29, atom 4 (C): -0.15

***

Entry 2:
Computed, not measured: a structure of composition C20H34BFeN14O3P2S, with ωB97M-V/def2-TZVPD.

Results
- LUMO energy (alpha / beta): 0.11 / -1.30 eV
- HOMO (alpha / beta): -8.486 / -8.400 eV

Structure (ORCA input):
```
! wB97M-V def2-TZVPD RIJCOSX def2/J DEFGRID3
* xyz 0 6
Fe 0.8398 -1.1794 0.8180
C -3.1777 -2.3108 2.6321
C -2.2526 -1.3710 2.1755
N -1.1667 -1.9701 1.6984
N -1.3729 -3.2929 1.8388
C -2.5715 -3.5277 2.3863
B -0.3453 -4.2615 1.2261
N -0.0968 -3.8368 -0.2472
C -0.4209 -4.5084 -1.3565
C -0.0629 -3.7537 -2.4598
C 0.4919 -2.6020 -1.9126
N 0.4678 -2.6585 -0.5853
N 0.9450 -4.1004 2.0228
C 1.5484 -4.9534 2.8601
C 2.6810 -4.3404 3.3580
C 2.6963 -3.0894 2.7448
N 1.6470 -2.9549 1.9377
H -4.1414 -2.1302 3.0742
H -2.3519 -0.3002 2.1523
H -2.9023 -4.5378 2.5609
H -0.7458 -5.3899 1.2708
H -0.8703 -5.4842 -1.2816
H -0.1605 -4.0147 -3.4981
H 0.9425 -1.7555 -2.4060
H 1.1288 -5.9298 3.0351
H 3.4009 -4.7407 4.0490
H 3.4160 -2.2937 2.8413
C -2.0873 0.0285 -2.8976
N -2.5372 0.7574 -1.7143
C -3.8350 1.3902 -1.8614
P -1.3742 1.1594 -0.6355
O -0.6868 -0.0832 -0.1990
O -0.3953 2.1751 -1.4408
P 1.1906 2.4762 -1.1390
O 1.5895 1.7867 0.0945
N 1.9486 2.0471 -2.5302
C 2.9095 0.9438 -2.4921
C 1.2473 2.1535 -3.8060
N 1.3377 4.1059 -1.0127
C 1.4795 5.0088 -2.1412
C 0.9127 4.7438 0.2258
N -2.0680 2.0813 0.5289
C -1.6018 2.0194 1.9171
C -2.5590 3.4102 0.1622
H -2.8094 -0.7544 -3.1345
H -1.1317 -0.4545 -2.7006
H -1.9882 0.6935 -3.7620
H -4.5321 0.6519 -2.2605
H -3.8107 2.2422 -2.5506
H -4.2145 1.7135 -0.8958
H 3.4407 0.9306 -1.5441
H 3.6261 1.0819 -3.3034
H 2.4121 -0.0202 -2.6382
H 0.4626 2.9062 -3.7657
H 0.7890 1.1975 -4.0822
H 1.9551 2.4371 -4.5876
H 2.0507 4.5341 -2.9346
H 2.0312 5.8913 -1.8139
H 0.5116 5.3398 -2.5364
H 0.8810 4.0085 1.0277
H -0.0668 5.2225 0.1214
H 1.6395 5.5103 0.5010
H -0.9716 1.1511 2.0839
H -2.4561 1.9839 2.5959
H -1.0092 2.9075 2.1515
H -2.6611 3.5187 -0.9150
H -1.8672 4.1789 0.5127
H -3.5336 3.5869 0.6216
S 3.1979 -0.9752 0.2584
C 3.4780 -2.4702 -0.4691
N 3.6852 -3.4887 -0.9765
N 1.5374 0.2551 6.8705
C 1.7337 0.4422 5.7472
N 2.0292 0.7265 4.4915
C 1.4981 0.2469 3.4621
N 1.0563 -0.1116 2.4317
*
```

Results of the Löwdin charge analysis, in e, for atoms 1 through 4: atom 1 (Fe): 0.81, atom 2 (C): -0.05, atom 3 (C): -0.13, atom 4 (N): 0.01

***

Entry 3:
Computed, not measured: a structure of composition C20H34BMoN11O6P2S, with ωB97M-V/def2-TZVPD.

Results
- LUMO energy (alpha / beta): -9.21 / -11.15 eV
- HOMO (alpha / beta): -16.352 / -16.351 eV

Structure (ORCA input):
```
! wB97M-V def2-TZVPD RIJCOSX def2/J DEFGRID3
* xyz 3 4
Mo -0.7529 -0.2214 0.8625
C -1.3341 -3.2898 1.1299
C -0.0275 -3.0422 1.8586
N 0.0965 -1.6375 2.3798
C -0.3397 -1.4780 3.7912
C -1.8367 -1.6456 3.8857
S -2.5870 -0.5592 2.6303
C -3.7415 -1.6391 1.7006
C -3.2259 -1.9515 0.2961
N -1.7546 -2.1174 0.3019
H -2.1339 -3.5285 1.8240
H -1.2211 -4.1540 0.4746
H 0.8121 -3.1989 1.1908
H 0.0777 -3.7424 2.6894
H 1.0973 -1.4432 2.3375
H -0.0508 -0.4806 4.1241
H 0.1678 -2.2073 4.4262
H -2.2104 -1.3206 4.8552
H -2.1607 -2.6707 3.7245
H -4.7009 -1.1263 1.6557
H -3.8955 -2.5280 2.3094
H -3.4692 -1.1327 -0.3841
H -3.7208 -2.8493 -0.0831
H -1.3923 -2.3337 -0.6448
C -3.7174 3.0600 0.5361
C -3.3464 1.7936 0.9542
N -2.0271 1.6006 0.8055
N -1.5317 2.7659 0.2863
C -2.5408 3.6335 0.1070
B -0.1199 2.8073 -0.3339
N -0.2906 1.7182 -1.5234
C -0.2491 1.8652 -2.8243
C -0.8403 0.7288 -3.4230
C -1.2158 -0.0940 -2.3033
N -0.8763 0.4952 -1.1918
N 0.8903 2.3063 0.7129
C 2.0089 2.9219 1.1101
C 2.5388 2.2294 2.1857
C 1.6706 1.1742 2.3834
N 0.6610 1.2204 1.4935
N 0.3184 4.1117 -0.8805
C 0.0814 5.4194 -0.5592
C 0.9274 6.1939 -1.2964
C 1.6847 5.2741 -2.0505
N 1.3336 4.0293 -1.8002
H -4.6985 3.5011 0.5522
H -3.9939 1.0354 1.3565
H -2.3684 4.6020 -0.3288
H 0.1747 2.7528 -3.2669
H -1.0166 0.5352 -4.4673
H -1.7127 -1.0487 -2.3364
H 2.3519 3.8104 0.6060
H 3.4247 2.4705 2.7464
H 1.7297 0.4034 3.1341
H -0.6113 5.7143 0.2121
H 1.0073 7.2668 -1.2789
H 2.4683 5.4751 -2.7641
N 3.4200 -1.4290 -2.7532
C 2.4949 -2.1945 -1.8046
C 3.1403 -3.5349 -1.4537
P 0.8999 -2.3357 -2.7447
O 1.3526 -3.2686 -3.9405
O 0.8001 -0.9083 -3.2743
O -0.2071 -2.9088 -1.9340
P 2.2960 -1.0714 -0.3423
O 2.8512 -1.8326 0.9578
O 2.9982 0.1848 -0.6383
O 0.7901 -1.0797 -0.0241
H 2.8386 -0.8638 -3.3879
H 3.9992 -2.0647 -3.3049
H 3.9986 -0.7628 -2.2239
H 3.2664 -4.1445 -2.3488
H 2.5019 -4.0829 -0.7617
H 4.1120 -3.4062 -0.9746
H 0.8447 -4.0805 -4.0764
H 3.7915 -1.6915 1.1413
*
```

Results of the Löwdin charge analysis, in e, for atoms 1 through 4: atom 1 (Mo): 1.68, atom 2 (C): -0.14, atom 3 (C): -0.13, atom 4 (N): -0.18

***

Entry 4:
Computed, not measured: a structure of composition C20H34BrClGaI2O7Si, with ωB97M-V/def2-TZVPD.

Results
- LUMO energy: 2.27 eV
- HOMO: -5.874 eV

Structure (ORCA input):
```
! wB97M-V def2-TZVPD RIJCOSX def2/J DEFGRID3
* xyz -1 1
C 2.1663 -0.9500 2.6816
C 0.9467 -1.8358 2.7443
I 1.0280 -3.1483 4.4112
C -0.0403 -1.7871 1.8552
I -1.6651 -3.1203 1.9973
Ga -0.1978 -0.5327 0.2517
Cl -2.3765 0.0176 0.0917
Br 0.8994 1.5498 0.4882
C 0.3190 -1.4948 -1.4193
C 1.5396 -0.8972 -2.1281
O 2.4017 -1.8822 -2.7237
Si 3.5559 -2.6011 -1.7833
C 4.4999 -1.3897 -0.7016
C 4.7726 -3.4044 -2.9576
C 2.8008 -3.9944 -0.7715
H 3.0339 -1.5085 3.0370
H 2.3747 -0.6516 1.6578
H 2.0600 -0.0843 3.3343
H -0.5417 -1.4120 -2.0857
H 0.4640 -2.5562 -1.2200
H 1.1829 -0.2703 -2.9477
H 2.1014 -0.2238 -1.4767
H 5.5627 -1.4602 -0.9470
H 4.4083 -1.6122 0.3621
H 4.2084 -0.3520 -0.8677
H 5.2606 -2.6658 -3.5936
H 4.2423 -4.1275 -3.5818
H 5.5262 -3.9603 -2.3967
H 1.9283 -4.3514 -1.3231
H 2.4694 -3.6887 0.2212
H 3.4982 -4.8318 -0.7100
O -2.1969 6.9162 -0.8317
C -2.5112 5.7603 -0.7442
O -2.2970 5.0296 0.3628
C -2.6758 3.6493 0.1367
C -3.6657 3.6979 -1.0170
C -3.1522 4.8933 -1.8155
H -1.7811 3.0759 -0.1092
H -3.1013 3.2491 1.0519
H -3.7050 2.7637 -1.5722
H -4.6685 3.9121 -0.6419
H -2.3796 4.6083 -2.5322
H -3.9383 5.4440 -2.3257
O 1.6443 3.4974 -1.3910
C 1.9884 4.3090 -2.1914
O 3.2743 4.7567 -2.2863
C 3.3676 5.8026 -3.2601
C 2.1639 5.6115 -4.1778
C 1.1296 5.0323 -3.2161
H 3.3395 6.7635 -2.7401
H 4.3204 5.7107 -3.7771
H 1.8536 6.5303 -4.6719
H 2.4010 4.8768 -4.9489
H 0.5638 5.8098 -2.6992
H 0.4440 4.3349 -3.6893
O -5.5831 -6.3595 6.9134
C -5.1832 -5.6052 6.0726
O -3.8878 -5.2420 5.9782
C -3.7150 -4.2471 4.9459
C -4.9159 -4.4224 4.0251
C -5.9918 -4.8944 5.0005
H -3.6936 -3.2620 5.4153
H -2.7699 -4.4144 4.4397
H -5.1679 -3.5156 3.4800
H -4.7096 -5.2074 3.2957
H -6.5198 -4.0612 5.4677
H -6.7103 -5.5770 4.5551
*
```

Results of the Löwdin charge analysis, in e, for atoms 1 through 4: atom 1 (C): -0.22, atom 2 (C): -0.93, atom 3 (I): 0.73, atom 4 (C): -0.83

***

Entry 5:
Computed, not measured: a structure of composition C20H34Cl2CrN3O4 at a distorted geometry, with ωB97M-V/def2-TZVPD.

Results
- LUMO energy (alpha / beta): 2.23 / 2.23 eV
- HOMO (alpha / beta): -2.000 / -2.152 eV

Structure (ORCA input):
```
! wB97M-V def2-TZVPD RIJCOSX def2/J DEFGRID3
* xyz -1 5
O -0.6983 0.7395 -1.0982
C -1.5207 1.1118 -1.9860
C -0.9541 1.7890 -3.2516
C 0.2561 2.5219 -3.3314
H 0.8063 2.7897 -2.4235
C 0.7212 3.0161 -4.5688
H 1.6052 3.6547 -4.6136
C 0.0355 2.7746 -5.7513
H 0.3989 3.1574 -6.7007
C -1.1137 2.0094 -5.6855
H -1.6900 1.8251 -6.5904
C -1.5819 1.5038 -4.4806
H -2.5027 0.9111 -4.4542
H -2.5005 0.6133 -2.2284
C -2.3990 3.0528 -0.2504
C -2.7486 1.6160 -0.5116
H -2.8893 3.3773 0.6807
H -2.6031 3.7443 -1.0717
H -1.3020 3.0564 -0.0605
C -3.0804 0.6727 0.3960
C -3.9654 0.8430 1.6184
H -2.5846 -0.3072 0.3747
H -4.9274 1.3401 1.3140
H -3.4508 1.4647 2.3904
H -4.1832 -0.1501 2.0762
Cr 0.6843 -0.2676 -0.3081
Cl 1.6107 1.9252 0.1336
Cl 0.7011 -1.2526 -2.3868
H 4.1463 0.4831 -2.5088
H 5.5612 1.3832 -0.9643
C 3.3499 0.2924 -1.7882
C 4.9325 1.1697 -0.0994
N 3.9877 0.1371 -0.4866
H 2.7347 -0.5835 -2.0658
C 3.4714 -0.6259 0.4849
O 2.3870 -1.2627 0.3947
H 5.5268 0.8077 0.7384
H 4.0990 -0.6465 1.3908
H 2.6911 1.1783 -1.7627
H 4.3854 2.0761 0.1797
H -1.9077 -4.4408 2.5453
H -0.6930 -5.8981 1.0790
C -2.0525 -3.6253 1.8223
C -1.0464 -5.2784 0.2482
N -1.1635 -3.8975 0.6891
H -1.8212 -2.6612 2.2987
C -0.5355 -2.9232 0.0293
O -0.6931 -1.7120 0.2773
H -0.3151 -5.2959 -0.5661
H 0.1525 -3.2812 -0.7642
H -3.1098 -3.6217 1.5011
H -2.0138 -5.6462 -0.1177
C 0.1684 0.9690 4.4931
N 0.6035 -0.3493 4.0400
C 1.1758 -1.2875 4.9942
C 0.5739 -0.6891 2.7346
O 0.2364 0.1080 1.8375
H 0.4639 1.0579 5.5407
H -0.9233 1.0803 4.4337
H 0.6365 1.7730 3.9130
H 0.4918 -2.1381 5.1534
H 2.1225 -1.6812 4.5895
H 1.3535 -0.7650 5.9421
H 0.8995 -1.7379 2.5427
*
```

Results of the Löwdin charge analysis, in e, for atoms 1 through 4: atom 1 (O): -0.41, atom 2 (C): -0.35, atom 3 (C): -0.14, atom 4 (C): -0.02

***

Entry 6:
Computed, not measured: a cluster of 4 separate species, C20H34ClF2NO7PS2 in total at a distorted geometry, with ωB97M-V/def2-TZVPD.

Results
- LUMO energy: -5.34 eV
- HOMO: -11.656 eV

Structure (ORCA input):
```
! wB97M-V def2-TZVPD RIJCOSX def2/J DEFGRID3
* xyz 1 1
O -0.0304 2.4167 4.1906
P 1.4192 2.7002 3.2777
Cl 0.9589 4.1071 1.7476
C 1.8475 1.1157 2.2947
C 0.6851 0.4071 1.5085
F -0.6236 0.9437 1.5233
C 1.0516 -0.8535 0.7034
N 2.3949 -1.4064 0.6510
C 2.5532 -2.6141 -0.2228
C 2.4165 -2.3218 -1.7974
C 2.8366 -0.8467 -2.2603
S 4.6030 -0.6968 -2.8476
C 3.5085 -0.7927 1.3701
S 5.2315 -1.4579 1.3032
C 3.2687 0.4812 2.2315
F 4.3013 1.1021 2.9490
H -0.4041 1.5364 3.9199
H 0.2157 -1.3687 0.1042
H 1.6689 -3.3074 0.0529
H 3.4904 -3.2311 0.0480
H 1.3116 -2.4928 -2.0884
H 3.0749 -3.0653 -2.3677
H 2.1889 -0.6009 -3.1858
H 2.6266 -0.0184 -1.5064
H 5.4047 -1.2983 -1.8893
H 5.8501 -0.6192 0.3608
O -5.8943 3.8445 1.7232
C -4.8621 4.3462 2.1004
O -3.8534 3.5688 2.5401
C -2.5384 4.0450 2.8627
C -2.4926 4.6073 4.2689
C -4.7151 5.8415 2.1673
H -2.1859 4.7557 2.1105
H -1.8768 3.1792 2.8019
H -3.1590 5.4639 4.3828
H -1.4786 4.9233 4.5237
H -2.8198 3.8550 4.9903
H -5.2054 6.2080 3.0700
H -5.1997 6.2755 1.2894
H -3.6833 6.1877 2.1479
O -0.3745 -2.8633 1.5628
C -1.2083 -2.9840 2.4405
O -2.4005 -2.3882 2.3176
C -3.5096 -2.5871 3.2125
C -3.3853 -1.7056 4.4385
C -0.8872 -3.7261 3.7070
H -3.6241 -3.6450 3.4610
H -4.4052 -2.3026 2.6561
H -2.4884 -1.9396 5.0152
H -4.2541 -1.8273 5.0886
H -3.3077 -0.6558 4.1459
H -0.3106 -3.0750 4.3656
H -0.2894 -4.6045 3.4508
H -1.7614 -4.0970 4.2373
O 3.1824 -3.0862 -6.1605
C 2.5188 -2.2801 -6.7703
O 2.3637 -1.0315 -6.2901
C 1.7309 0.0441 -7.0010
C 0.2239 -0.0172 -6.8538
C 1.7879 -2.6779 -8.0229
H 2.0538 0.0642 -8.0448
H 2.0978 0.9677 -6.5469
H -0.1858 -0.9371 -7.2743
H -0.2462 0.8307 -7.3568
H -0.0564 -0.0008 -5.7978
H 0.8717 -3.2029 -7.7498
H 2.4310 -3.3466 -8.6001
H 1.5471 -1.8446 -8.6802
*
```

Results of the Löwdin charge analysis, in e, for atoms 1 through 4: atom 1 (O): -0.36, atom 2 (P): 0.67, atom 3 (Cl): 0.20, atom 4 (C): -0.20

***

Question: What is the formula in the third record?
Answer: C20H34BMoN11O6P2S